Entry 1:
The following is a quantum chemistry calculation of C4H8FNO in the gas phase, from OMol25.

As for the total energy: -386.9666 hartree. The structure (SMILES) is CC(C)C(=O)NF. The charge is 0. The value obtained for the frontier orbital gap is 0.4050 Ha. Its max |F| is 2.70 eV/A. Its HOMO energy is -10.1 eV.

CARTESIAN COORDINATES (ANGSTROEM)
C1 -1.6652 0.7738 -0.4617
C2 -0.1394 0.2130 -0.5799
C3 -0.0857 -1.3569 -0.7547
C4 0.6641 0.5956 0.7981
O1 0.1915 1.4823 1.4619
N1 1.8499 0.0774 1.2999
F1 2.7740 -0.7009 0.6628
H1 -2.1750 0.2165 0.2933
H2 -2.1885 0.8675 -1.4319
H3 -1.5745 1.7354 0.0433
H4 0.3897 0.7357 -1.3793
H5 -0.8099 -1.8501 -0.0177
H6 0.8324 -1.6075 -0.2989
H7 -0.3821 -1.7961 -1.7312
H8 2.3188 0.6143 2.0960



Entry 2:
The following is a quantum chemistry calculation of C4H6O2S in the gas phase, from OMol25.

As for the total energy: -704.4958 hartree. The charge is 0. The value obtained for the frontier orbital gap (alpha / beta) is 0.3109 / 0.3110 Ha. Its max |F| is 3.78 eV/A. Its HOMO energy (alpha / beta) is -8.4 / -8.4 eV.

CARTESIAN COORDINATES (ANGSTROEM)
C1 0.8232 1.4969 0.1136
C2 0.2921 -1.2485 -0.3293
C3 -1.4003 0.6379 0.1147
C4 -1.1125 -0.7366 -0.2302
O1 2.5567 -0.3344 0.7403
O2 -1.5405 -0.3043 1.0684
S1 1.7093 0.0363 -0.3931
H1 0.7080 2.2536 -0.6409
H2 0.9904 1.8140 1.1280
H3 0.5541 -1.8322 0.5514
H4 0.4189 -1.8544 -1.2270
H5 -2.1336 1.3792 -0.1241
H6 -1.8657 -1.3076 -0.7718



Entry 3:
The following is a quantum chemistry calculation of C5H7N in the gas phase, from OMol25.

As for the total energy: -249.2777 hartree. The charge is 0. The value obtained for the frontier orbital gap (alpha / beta) is 0.3148 / 0.3419 Ha. Its max |F| is 3.09 eV/A. Its HOMO energy (alpha / beta) is -9.4 / -9.6 eV.

CARTESIAN COORDINATES (ANGSTROEM)
C1 0.4404 -0.1646 -1.2049
C2 0.8694 1.1278 -1.9138
C3 -0.1242 -0.2630 0.0000
C4 -0.3580 -1.7092 0.5357
C5 -0.3473 0.8316 0.9809
N1 0.5704 2.2717 -1.5681
H1 1.5137 1.1067 -2.8215
H2 0.5038 -2.4540 0.8416
H3 -1.0207 -2.3432 -0.2001
H4 -0.8445 -1.6359 1.5296
H5 -1.3703 1.0566 1.1565
H6 0.1322 1.6744 0.6464
H7 0.0352 0.5012 2.0175



Entry 4:
The following is a quantum chemistry calculation of a molecular structure, C33H34O21Si3, from OMol25.

As for the total energy: -3726.4795 hartree. The charge is 0. The value obtained for the frontier orbital gap is 0.2810 Ha. Its max |F| is 0.76 eV/A. Its HOMO energy is -9.3 eV.

CARTESIAN COORDINATES (ANGSTROEM)
C1 3.5030 -0.2376 4.5520
Si1 2.7917 0.3055 2.8993
C2 4.0887 1.3238 2.0026
C3 2.3754 -1.1969 1.8484
Si2 0.9155 1.6961 3.2703
O1 -0.4598 1.0705 2.5863
Si3 -1.1128 -0.4172 2.8235
H1 2.7286 -0.2915 5.3213
H2 3.9584 -1.2293 4.4835
H3 4.2646 0.4664 4.8942
H4 4.5682 2.0532 2.6568
H5 4.8474 0.6427 1.6055
H6 3.6452 1.8382 1.1472
H7 1.9887 -2.0069 2.4718
H8 1.6262 -1.0013 1.0754
H9 3.2915 -1.5623 1.3750
H10 1.1168 3.0250 2.6417
H11 0.7167 1.9372 4.7242
H12 -2.5168 -0.3026 3.2683
H13 -0.3281 -1.1626 3.8432
H14 -1.0761 -1.1651 1.5544
C4 -0.4186 -1.2713 -3.9052
C5 -0.5237 -2.0768 -2.8368
C6 -1.2954 -1.6816 -1.5851
O2 -1.2765 -2.4904 -0.6721
C7 -1.9472 -0.4012 -1.5349
C8 -1.8343 0.4079 -2.5977
C9 -1.0587 0.0172 -3.8481
O3 -1.0302 0.8576 -4.7339
O4 -2.3613 1.6171 -2.6791
O5 0.0300 -3.2713 -2.7400
H15 0.1359 -1.5397 -4.7933
H16 -2.4800 -0.1221 -0.6372
H17 -2.1242 1.9527 -3.5689
H18 -0.2175 -3.6055 -1.8512
C10 -4.5943 0.9765 5.3518
C11 -5.9173 1.1752 5.4683
C12 -6.7468 0.5500 6.5833
O6 -7.9374 0.8124 6.5628
C13 -6.0954 -0.2930 7.5506
C14 -4.7768 -0.4939 7.4324
C15 -3.9478 0.1334 6.3239
O7 -2.7605 -0.1517 6.3273
O8 -4.0631 -1.2767 8.2265
O9 -6.6386 1.9144 4.6469
H19 -4.0003 1.4116 4.5607
H20 -6.6948 -0.7666 8.3145
H21 -3.1411 -1.2154 7.8986
H22 -7.5578 1.8681 4.9862
C16 1.5325 1.6364 -3.9328
C17 2.4920 2.3689 -4.5304
C18 3.9090 2.4632 -3.9687
O10 4.6830 3.1975 -4.5643
C19 4.2473 1.7251 -2.7826
C20 3.2875 0.9915 -2.1946
C21 1.8660 0.9069 -2.7444
O11 1.1057 0.1826 -2.1183
O12 3.4601 0.2700 -1.1041
O13 2.2984 3.0517 -5.6335
H23 0.5288 1.5614 -4.3277
H24 5.2531 1.7967 -2.3941
H25 2.5851 -0.1336 -0.9106
H26 3.1623 3.3963 -5.9428
C22 -4.8762 -3.8797 5.0688
C23 -4.4845 -5.0043 4.4470
C24 -5.4708 -5.9696 3.7981
O14 -4.9740 -6.9439 3.2603
C25 -6.8805 -5.6799 3.8607
C26 -7.2712 -4.5564 4.4836
C27 -6.2840 -3.5856 5.1181
O15 -6.7761 -2.5964 5.6367
O16 -8.5264 -4.1703 4.6115
O17 -3.2312 -5.3942 4.3269
H27 -4.1802 -3.1925 5.5297
H28 -7.5750 -6.3715 3.4058
H29 -8.5015 -3.3203 5.0993
H30 -3.2585 -6.2363 3.8245
C28 5.2590 3.3132 -9.8464
C29 6.3765 3.3149 -10.5911
C30 7.7698 3.3360 -9.9755
O18 8.6937 3.3263 -10.7720
C31 7.8992 3.3642 -8.5449
C32 6.7840 3.3570 -7.7910
C33 5.3902 3.3331 -8.4130
O19 4.4491 3.3402 -7.6376
O20 6.8026 3.3831 -6.4749
O21 6.3985 3.3005 -11.9090
H31 4.2674 3.3016 -10.2757
H32 8.8902 3.3861 -8.1144
H33 5.8921 3.3053 -6.1131
H34 7.3478 3.3025 -12.1585